Computed, not measured: C52H45AsClIMoN5O3PS as an isolated structure, with ωB97M-V/def2-TZVPD.

Its net charge is +2. As for the expectation value of S²: 2.03. For the HOMO energy (alpha / beta), the calculation gives -12.5 / -12.5 eV. Its orbital gap (alpha / beta) is 5.83 / 5.80 eV. For the largest force on an atom, the calculation gives 0.5 eV/Å. The multiplicity is 3.

XYZ file:
```
111
C52H45AsClIMoN5O3PS ωB97M-V/def2-TZVPD
Mo 1.883 0.827 0.731
C 2.448 -3.866 2.815
C 2.276 -2.387 2.991
C 3.286 -1.495 2.669
C 3.115 -0.119 2.866
C 1.887 0.380 3.312
C 0.871 -0.528 3.659
C 1.074 -1.880 3.514
H 1.621 -4.286 2.239
H 2.444 -4.362 3.788
H 3.385 -4.104 2.315
H 4.231 -1.859 2.283
H 3.957 0.547 2.731
H 1.795 1.426 3.590
H -0.061 -0.160 4.067
H 0.294 -2.577 3.801
Cl 7.739 4.277 -0.713
C 6.529 3.070 -0.513
C 6.647 1.869 -1.151
C 5.673 0.850 -1.000
I 5.960 -0.979 -1.906
C 4.572 1.102 -0.227
O 3.575 0.237 0.017
C 4.440 2.338 0.427
N 3.307 2.471 1.181
C 3.181 3.558 1.927
C 4.126 4.585 1.929
C 5.230 4.493 1.113
C 5.418 3.339 0.335
H 7.507 1.683 -1.779
H 2.300 3.634 2.548
H 3.969 5.444 2.565
H 5.962 5.289 1.077
N -1.646 2.172 -6.995
C -0.741 2.061 -5.985
C -0.340 0.796 -5.520
C 0.550 0.689 -4.476
C 1.045 1.838 -3.862
C 0.673 3.100 -4.324
C -0.212 3.211 -5.370
S 2.218 1.677 -2.601
O 2.796 0.371 -2.669
O 3.035 2.852 -2.534
N 1.373 1.635 -1.119
C 0.734 2.721 -0.618
N 0.624 2.538 0.725
C 0.041 3.487 1.469
C -0.452 4.613 0.862
C -0.291 4.711 -0.526
N 0.301 3.790 -1.269
H -1.857 1.367 -7.559
H -1.768 3.062 -7.446
H -0.711 -0.095 -6.010
H 0.887 -0.286 -4.144
H 1.094 3.984 -3.867
H -0.490 4.189 -5.741
H -0.041 3.307 2.534
H -0.948 5.387 1.427
H -0.659 5.585 -1.053
C -1.595 -1.239 1.461
C -2.571 -0.601 2.433
As -3.798 -1.895 3.343
C -5.102 -2.078 1.908
C -4.962 -1.557 0.623
C -5.960 -1.734 -0.324
C -7.110 -2.440 0.000
C -7.264 -2.956 1.277
C -6.270 -2.768 2.227
C -2.729 -3.503 3.052
C -2.761 -4.261 1.886
C -1.952 -5.382 1.756
C -1.112 -5.762 2.795
C -1.089 -5.024 3.970
C -1.900 -3.903 4.098
P -0.571 -0.199 0.347
C 0.058 -1.424 -0.807
C 1.394 -1.723 -0.601
C 2.090 -2.622 -1.392
C 1.396 -3.268 -2.402
C 0.039 -3.021 -2.595
C -0.636 -2.103 -1.808
C -1.683 0.947 -0.507
C -2.445 1.858 0.229
C -3.295 2.742 -0.416
C -3.379 2.742 -1.801
C -2.604 1.862 -2.541
C -1.761 0.969 -1.898
H -2.109 -1.907 0.763
H -0.885 -1.885 1.982
H -3.235 0.106 1.941
H -2.050 -0.059 3.224
H -4.084 -0.985 0.347
H -5.843 -1.317 -1.317
H -7.888 -2.580 -0.740
H -8.164 -3.497 1.541
H -6.410 -3.163 3.227
H -3.432 -3.985 1.081
H -1.993 -5.973 0.850
H -0.499 -6.649 2.699
H -0.465 -5.337 4.798
H -1.904 -3.354 5.035
H 1.930 -1.330 0.278
H 3.144 -2.796 -1.226
H 1.905 -3.979 -3.039
H -0.495 -3.555 -3.370
H -1.691 -1.921 -1.971
H -2.377 1.891 1.309
H -3.894 3.431 0.165
H -4.045 3.432 -2.303
H -2.647 1.867 -3.623
H -1.151 0.308 -2.492
```

Computed, not measured: C2H6Cl4CrN2O20 as an isolated structure at a distorted geometry, with ωB97M-V/def2-TZVPD.

Its net charge is -2. As for the expectation value of S²: 6.00. For the HOMO energy (alpha / beta), the calculation gives -3.3 / -3.3 eV. Its orbital gap (alpha / beta) is 6.32 / 6.30 eV. For the largest force on an atom, the calculation gives 5.8 eV/Å. The multiplicity is 5.

XYZ file:
```
35
C2H6Cl4CrN2O20 ωB97M-V/def2-TZVPD
Cr -0.483 -0.475 0.098
Cl -4.271 -0.117 -0.833
O -5.131 0.942 -1.261
O -3.102 0.504 -0.281
O -4.869 -0.976 0.133
O -3.965 -0.822 -2.022
Cl -0.034 -0.928 -3.367
O -0.925 -2.039 -3.622
O 1.315 -1.377 -3.045
O -0.073 -0.077 -4.541
O -0.461 -0.179 -2.238
Cl -0.663 -3.678 0.187
O -1.671 -2.676 0.069
O -0.923 -4.682 -0.832
O 0.452 -2.898 -0.144
O -0.692 -4.237 1.510
Cl -0.596 0.150 3.473
O -1.874 0.173 2.748
O -0.035 1.470 3.513
O -0.695 -0.498 4.759
O 0.189 -0.661 2.649
C 4.086 -0.086 -0.159
N 2.763 0.411 -0.472
O 2.643 1.521 -1.055
O 1.761 -0.121 0.069
H 4.745 0.773 -0.285
H 4.128 -1.035 -0.692
H 3.908 -0.319 0.891
C 1.135 3.343 1.005
N -0.054 2.871 0.365
O -0.161 1.643 0.294
O -0.812 3.583 -0.121
H 1.024 4.271 1.568
H 1.667 3.676 0.114
H 1.672 2.550 1.526
```

Computed, not measured: a 2-piece molecular cluster, C4H9ClN overall at a distorted geometry, with ωB97M-V/def2-TZVPD.

Its net charge is +1. For the HOMO energy, the calculation gives -14.1 eV. Its orbital gap is 9.28 eV. For the largest force on an atom, the calculation gives 5.0 eV/Å.

XYZ file:
```
15
C4H9ClN ωB97M-V/def2-TZVPD
C 0.788 1.677 2.221
C 0.961 -0.948 -0.700
C -0.086 0.711 2.126
C -0.912 -0.840 -2.135
N -0.204 -0.647 -0.918
Cl -1.748 0.882 1.530
H 1.783 1.545 2.636
H 0.521 2.636 1.607
H 1.516 -1.511 -1.482
H 1.381 -0.644 0.310
H -0.083 -0.236 2.603
H -1.476 0.110 -2.500
H -0.369 -1.088 -2.975
H -1.577 -1.694 -2.133
H -0.495 0.047 -0.191
```

Computed, not measured: a 2-piece molecular cluster, C4H7NOS2 overall at a distorted geometry, with ωB97M-V/def2-TZVPD.

Its net charge is 0. For the HOMO energy, the calculation gives -8.8 eV. Its orbital gap is 7.53 eV. For the largest force on an atom, the calculation gives 7.0 eV/Å.

XYZ file:
```
15
C4H7NOS2 ωB97M-V/def2-TZVPD
C -1.793 0.300 -0.538
C -0.392 0.293 0.339
C -0.293 -1.026 0.958
C 0.674 1.192 -0.049
H -1.847 -1.662 -0.855
H -1.444 0.580 -1.639
H -2.345 1.163 -0.149
H 0.450 -1.093 1.780
H -1.335 -1.545 0.926
H 2.581 1.270 -0.346
H 3.580 -0.898 0.908
N 1.972 0.523 -0.206
O -2.547 -0.850 -0.502
S 0.432 2.799 -0.096
S 2.306 -1.047 -0.531
```